Formula: C9H17B
Source: the OMol25 dataset
Level of theory: the ωB97M-V functional and the def2-TZVPD basis

The energy relative to the best compared isomer or geometry (same formula, charge and spin) is 105.4 kcal/mol. The HOMO energy (alpha / beta) comes out at -0.2390 / -0.2699 hartree.

Atoms and positions in Å:
H (-0.124, -0.021, -3.676)
C (1.125, 2.440, 0.907)
C (0.081, 1.848, -2.603)
H (0.278, 2.420, -3.554)
H (-1.678, 0.375, 0.904)
H (-1.444, -1.908, -1.221)
C (0.883, -1.756, 1.379)
H (1.096, -1.112, 2.152)
C (-1.433, -0.704, 1.207)
H (1.198, 3.461, 0.844)
H (0.184, -2.639, -1.154)
C (-0.646, -2.349, -0.588)
B (0.574, 0.078, -0.181)
H (0.720, 2.131, 1.920)
H (-0.713, -0.054, -1.996)
C (-0.211, -1.195, 0.405)
H (2.073, 1.944, 0.926)
H (0.630, -2.669, 1.810)
H (-2.317, -1.191, 1.003)
C (-0.395, 0.509, -2.802)
C (0.435, 1.633, -0.199)
H (1.891, -1.832, 0.717)
H (-0.929, -3.262, -0.128)
H (1.106, 3.265, -1.391)
C (0.459, 2.424, -1.426)
H (-1.355, -0.739, 2.213)
H (-0.669, 1.703, 0.048)